Formula: C20H15BF4MoN5OS2
Source: the Open Molecules 2025 dataset
Level of theory: wB97M-V/def2-TZVPD

The geometry in XYZ format:
```
49
Properties=species:S:1:pos:R:3:lowdin_spin:R:1
Mo -0.5171 0.2589 -0.6327 1.742
C -4.5339 -0.0231 1.1509 0.006
C -4.4301 -0.8871 2.2397 0.000
C -3.1850 -1.3302 2.5924 0.003
C -2.0446 -0.9356 1.8735 0.002
N -2.1471 -0.0963 0.8168 0.005
C -3.3916 0.3374 0.4916 0.003
N -0.8815 -1.4735 2.3557 0.023
C 0.2948 -1.2352 1.9214 0.009
N 0.7023 -0.4303 0.8596 0.070
C 2.0918 -0.5058 0.7800 0.009
N 2.8906 0.0597 -0.0391 0.023
C 2.5437 0.9471 -1.0225 0.002
C 3.6432 1.4535 -1.7347 0.003
C 3.4729 2.3652 -2.7408 0.000
C 2.1772 2.7905 -3.0268 0.005
C 1.1428 2.2689 -2.2999 0.003
N 1.2839 1.3479 -1.3135 0.005
C 2.5812 -1.3939 1.8420 0.002
C 3.8655 -1.7868 2.1699 0.000
C 3.9966 -2.6597 3.2420 0.001
C 2.8811 -3.1122 3.9510 0.001
C 1.5967 -2.7066 3.6129 0.000
C 1.4805 -1.8397 2.5423 0.002
H -5.4833 0.3660 0.8151 0.000
H -5.3067 -1.1996 2.7902 0.000
H -3.0204 -1.9969 3.4247 0.000
H -3.4604 1.0015 -0.3502 0.000
H 4.6141 1.0850 -1.4417 0.000
H 4.3215 2.7458 -3.2923 0.000
H 1.9676 3.5144 -3.7999 0.000
H 0.1402 2.5937 -2.5088 0.000
H 4.7202 -1.4312 1.6125 0.000
H 4.9800 -3.0000 3.5362 0.000
H 3.0251 -3.7944 4.7777 0.000
H 0.7267 -3.0508 4.1537 0.000
C -3.4495 3.3746 -3.4460 0.000
O -2.7491 3.4474 -2.1761 0.022
C -2.0980 2.4056 -1.7552 0.034
S -1.2638 2.5468 -0.2704 -0.019
S -1.9896 0.9282 -2.5746 -0.005
H -3.8887 4.3567 -3.5735 0.000
H -4.2167 2.6050 -3.3909 0.000
H -2.7383 3.1546 -4.2392 0.000
F -0.4408 -2.9892 -2.7064 0.000
B -0.0358 -2.3429 -1.6196 0.001
F 0.7683 -2.9780 -0.7572 0.000
F -1.2018 -1.7495 -0.8693 0.023
F 0.5655 -1.0060 -1.9707 0.023
```

Kohn-Sham gap (spin up / spin down): 6.8 / 7.0 eV
spin multiplicity: 3
highest occupied orbital energy (spin up / spin down): -0.4176 / -0.4224 hartree
maximum force: 0.17 eV/Å
net charge: +1


Formula: C20H15BF9N5O7PS3Sn
Source: the Open Molecules 2025 dataset
Level of theory: wB97M-V/def2-TZVPD

The geometry in XYZ format:
```
62
Properties=species:S:1:pos:R:3:lowdin_spin:R:1
Sn 0.1251 0.0093 -1.0023 0.581
F -1.6883 2.8827 -2.4626 0.020
B -0.9746 3.8236 -1.8384 0.022
F -1.3215 5.0615 -2.1243 0.001
N -2.9040 -0.4343 -1.5130 0.009
C -2.8571 -1.8204 -1.5646 0.002
C -3.2137 -2.5841 -0.4469 0.005
C -3.0664 -3.9587 -0.4517 0.000
C -2.5532 -4.5799 -1.5782 0.003
C -2.2172 -3.8498 -2.7071 0.000
C -2.3877 -2.4761 -2.7095 0.007
S -1.0484 -6.4640 -0.6961 0.001
O -0.8257 -7.8317 -0.9138 0.000
O -2.2459 -5.9875 -1.5607 0.001
O -0.9891 -5.8703 0.5735 0.000
H -3.4365 -0.0494 -0.7495 0.001
H -3.0255 0.0427 -2.3920 0.003
H -3.5769 -2.0858 0.4413 0.000
H -3.3214 -4.5432 0.4183 0.000
H -1.8285 -4.3635 -3.5735 0.000
H -2.1210 -1.9028 -3.5870 0.000
S 4.2164 1.4713 -3.2590 0.031
C 2.8688 0.8989 -2.6735 0.024
N 1.8568 0.4784 -2.2200 0.053
F 0.2856 -3.6356 -0.2402 0.024
P 1.6011 -4.3157 -0.8268 0.007
F 2.6367 -5.2270 -1.5698 0.000
F 1.2847 -3.5821 -2.1931 0.010
F 2.5995 -3.2787 -0.2410 0.009
F 1.6080 -5.3097 0.3926 0.001
F 0.2091 -5.7149 -1.5974 0.001
S -0.3744 -0.1922 3.6708 0.008
C -0.6730 -0.7435 2.0597 0.021
N -1.2807 0.0921 1.2682 0.027
C -1.5744 1.2616 1.9187 0.006
C -2.2453 2.3617 1.3748 0.007
C -2.4810 3.4621 2.1732 0.000
C -2.0771 3.4896 3.5093 0.003
C -1.4104 2.4123 4.0677 0.000
C -1.1676 1.3055 3.2676 0.003
H -0.3726 -1.7322 1.7525 0.011
H -2.5550 2.3370 0.3386 0.003
H -2.9998 4.3152 1.7596 0.000
H -2.2859 4.3574 4.1177 0.000
H -1.0952 2.4240 5.1009 0.000
F 6.0198 3.8905 0.3917 0.000
C 4.9098 3.1591 0.5142 0.000
C 3.7389 3.7729 0.7591 0.000
N 2.5588 3.0578 0.8842 0.001
C 1.3126 3.8179 1.0338 0.000
C 0.8219 4.2925 -0.3190 0.003
O 1.2246 5.2470 -0.9079 0.002
O -0.0792 3.4203 -0.9176 0.037
C 2.5511 1.6939 0.6851 0.004
O 1.5200 1.0030 0.7297 0.047
N 3.7548 1.1085 0.5070 0.001
C 5.0308 1.7242 0.4209 0.000
O 6.0157 1.0488 0.3002 0.000
H 3.6628 4.8443 0.8567 0.000
H 1.5351 4.6853 1.6552 0.000
H 0.5706 3.1781 1.5075 0.000
H 3.7552 0.1021 0.3861 0.000
```

Kohn-Sham gap (spin up / spin down): 5.3 / 7.9 eV
spin multiplicity: 2
highest occupied orbital energy (spin up / spin down): -0.2032 / -0.2999 hartree
maximum force: 1.96 eV/Å
relative energy (zero: lowest compared OMol25 entry of this formula, charge and spin): 230.5 kJ/mol


Formula: C20H15BrIN5V
Source: the Open Molecules 2025 dataset
Level of theory: wB97M-V/def2-TZVPD

The geometry in XYZ format:
```
43
Properties=species:S:1:pos:R:3:lowdin_spin:R:1
V -1.2801 -0.2541 -0.4691 2.045
N 2.9299 -0.7571 -0.8004 -0.004
C 1.6820 -0.6087 -1.1336 0.003
N 0.6756 -0.6953 -0.2493 -0.015
C 0.9792 -1.0445 1.0947 -0.002
N 0.0019 -1.3163 1.9003 -0.010
N -1.1897 -1.2533 1.2327 -0.032
C -2.2176 -1.9193 1.6165 0.043
C -3.3483 -1.9057 0.6923 0.001
C -4.5204 -2.5887 0.9111 0.008
C -5.4976 -2.5790 -0.0888 0.004
C -5.2554 -1.8972 -1.2680 0.003
C -4.0494 -1.2303 -1.4264 0.012
N -3.1086 -1.2253 -0.4699 -0.010
C 2.3602 -1.1337 1.5026 -0.002
C 2.7399 -1.3872 2.8233 -0.001
C 4.0804 -1.4931 3.1352 -0.001
C 5.0522 -1.3591 2.1412 -0.001
C 4.6954 -1.1130 0.8261 0.000
C 3.3500 -0.9998 0.5239 -0.001
H 3.6385 -0.6897 -1.5242 0.000
H 1.4606 -0.4026 -2.1741 0.001
H -2.2040 -2.5056 2.5308 0.001
H -4.6711 -3.1273 1.8375 0.000
H -6.4315 -3.1066 0.0576 0.000
H -5.9859 -1.8710 -2.0647 0.000
H -3.8381 -0.6806 -2.3360 0.002
H 1.9789 -1.4976 3.5832 0.000
H 4.3820 -1.6866 4.1553 0.000
H 6.0991 -1.4509 2.3975 0.000
H 5.4508 -1.0141 0.0562 0.000
Br -0.0626 4.7611 1.4165 -0.001
C 0.1158 4.1620 -0.3531 -0.001
C 1.0020 4.7993 -1.2156 0.001
C 1.1286 4.3766 -2.5317 -0.002
C 0.3707 3.3183 -3.0174 0.001
C -0.5256 2.6745 -2.1769 0.000
C -0.6247 3.1025 -0.8574 0.004
I -2.0234 2.1429 0.3908 -0.043
H 1.5809 5.6363 -0.8489 0.000
H 1.8128 4.8956 -3.1895 0.000
H 0.4477 3.0186 -4.0539 0.000
H -1.1812 1.9053 -2.5762 0.000
```

Kohn-Sham gap (spin up / spin down): 5.8 / 6.3 eV
spin multiplicity: 3
highest occupied orbital energy (spin up / spin down): -0.6402 / -0.6402 hartree
maximum force: 0.20 eV/Å
net charge: +3


Formula: C20H15ClNO8S7V
Source: the Open Molecules 2025 dataset
Level of theory: wB97M-V/def2-TZVPD

The geometry in XYZ format:
```
53
Properties=species:S:1:pos:R:3:lowdin_spin:R:1
V 2.9859 1.1561 0.6876 2.001
S 6.3013 -0.2349 3.5133 0.010
C 5.1333 0.1637 2.4115 0.014
S 5.2422 -0.0162 0.7108 -0.060
S 3.5940 0.8444 2.9038 -0.053
O 3.2923 4.9986 -0.0385 0.001
Cl 3.0698 3.6227 0.1733 0.004
O 2.2944 3.3398 1.3753 0.010
O 2.3639 2.9690 -0.9191 0.016
O 4.3111 2.8530 0.3356 0.007
O 2.1918 -0.3627 0.2239 0.034
C 1.2696 -1.1527 -0.4663 0.006
C 0.0726 -1.3774 0.4491 -0.001
C 0.0777 -1.1719 1.7957 0.001
C -1.1288 -1.5911 2.4211 0.000
C -2.0214 -2.1160 1.5406 0.000
S -1.4024 -2.1076 -0.0516 0.000
C 0.9505 -0.5156 -1.8076 0.002
C -0.2253 -0.2357 -2.4278 0.001
C -0.0472 0.3760 -3.7024 0.000
C 1.2635 0.5439 -4.0198 0.001
S 2.2914 -0.0461 -2.7874 0.001
C 1.9315 -2.5025 -0.7192 0.001
C 1.6791 -3.3871 -1.7257 0.000
C 2.4102 -4.5967 -1.5821 0.000
C 3.1945 -4.5903 -0.4672 0.000
S 3.0636 -3.1251 0.4023 0.001
H 0.9215 -0.7418 2.3170 0.000
H -1.3273 -1.4822 3.4780 0.000
H -3.0311 -2.4481 1.7214 0.000
H -1.1940 -0.4128 -1.9903 0.000
H -0.8661 0.6898 -4.3345 0.000
H 1.6800 0.9932 -4.9072 0.000
H 0.9955 -3.1738 -2.5362 0.000
H 2.3641 -5.4212 -2.2799 0.000
H 3.8718 -5.3593 -0.1309 0.000
N -0.3490 2.0322 0.5921 0.002
C -1.7391 1.8229 0.5963 0.000
C -2.4995 1.9751 -0.5610 0.000
C -3.8587 1.6854 -0.5584 0.000
C -4.4860 1.2435 0.5941 0.000
C -3.7343 1.1129 1.7547 0.000
C -2.3804 1.3996 1.7612 0.000
S -6.2391 0.8670 0.6240 0.000
O -6.8222 1.9046 1.4680 0.000
O -6.6556 0.9333 -0.7725 0.000
O -6.3115 -0.4683 1.2087 0.000
H 0.0149 2.3391 1.4819 0.000
H -0.0201 2.6278 -0.1539 0.000
H -2.0180 2.3183 -1.4694 0.000
H -4.4524 1.7909 -1.4577 0.000
H -4.2223 0.7648 2.6569 0.000
H -1.8002 1.2696 2.6685 0.000
```

Kohn-Sham gap (spin up / spin down): 7.1 / 7.1 eV
spin multiplicity: 3
highest occupied orbital energy (spin up / spin down): -0.1208 / -0.1209 hartree
maximum force: 1.80 eV/Å
net charge: -2
relative energy (zero: lowest compared OMol25 entry of this formula, charge and spin): 169.4 kJ/mol


Formula: C20H15GaNOS4
Source: the Open Molecules 2025 dataset
Level of theory: wB97M-V/def2-TZVPD

The geometry in XYZ format:
```
42
Properties=species:S:1:pos:R:3:nbo_charge:R:1
Ga 0.8150 -0.0580 -0.6365 1.033
S 1.9261 -1.9565 -1.0898 -0.190
C 0.8125 -2.7638 -2.1970 -0.182
C 1.2102 -4.0109 -2.6863 -0.208
C 0.4231 -4.7173 -3.5764 -0.159
C -0.7870 -4.1987 -4.0215 -0.215
C -1.1981 -2.9640 -3.5596 -0.217
C -0.4144 -2.2610 -2.6452 -0.168
S -1.0430 -0.6881 -2.1104 0.370
C -2.1821 -1.1444 -0.7793 -0.585
C -1.7534 -0.8297 0.6326 0.258
C -2.7028 -0.9867 1.6269 -0.233
C -2.3639 -0.7156 2.9388 -0.096
C -1.0752 -0.3046 3.2193 -0.230
C -0.1639 -0.1657 2.1880 0.254
C 1.2489 0.2238 2.5609 -0.581
S 2.3528 0.6622 1.2068 0.394
C 2.0466 2.4074 1.0351 -0.269
C 2.3271 3.2531 2.1035 -0.137
C 2.1354 4.6162 1.9764 -0.230
C 1.6841 5.1314 0.7673 -0.165
C 1.4229 4.2924 -0.3011 -0.224
C 1.6009 2.9126 -0.1890 -0.147
S 1.2750 1.9177 -1.6107 -0.184
N -0.5059 -0.4177 0.9128 -0.573
H 2.1570 -4.4201 -2.3597 0.234
H 0.7637 -5.6794 -3.9352 0.232
H -1.3951 -4.7441 -4.7294 0.234
H -2.1249 -2.5286 -3.9114 0.229
H -2.3691 -2.2145 -0.8744 0.277
H -3.1229 -0.6300 -0.9753 0.263
H -3.6987 -1.3147 1.3623 0.243
H -3.0932 -0.8240 3.7302 0.246
H -0.7646 -0.0879 4.2322 0.243
H 1.7173 -0.6104 3.0862 0.271
H 1.2115 1.0620 3.2545 0.266
H 2.7163 2.8466 3.0292 0.214
H 2.3541 5.2726 2.8070 0.232
H 1.5391 6.1974 0.6537 0.233
H 1.0738 4.7005 -1.2404 0.237
O -2.4485 3.2117 -0.0948 -0.469
C -1.6071 2.5288 0.1999 0.500
```

Kohn-Sham gap: 7.7 eV
spin multiplicity: 1
highest occupied orbital energy: -0.4064 hartree
maximum force: 0.51 eV/Å
net charge: +1
relative energy (zero: lowest compared OMol25 entry of this formula, charge and spin): 0.0 kJ/mol


Formula: C20H15N3O2PtS
Source: the Open Molecules 2025 dataset
Level of theory: wB97M-V/def2-TZVPD

The geometry in XYZ format:
```
42
Properties=species:S:1:pos:R:3:lowdin_spin:R:1
Pt -0.1288 -0.6134 0.2890 1.180
C -0.6596 -2.1292 2.8325 0.025
N -0.3012 -2.3660 1.4362 0.232
C -0.7528 -3.4030 0.7896 0.084
C -0.4973 -3.5802 -0.5879 0.216
C -1.1072 -4.5499 -1.3826 -0.011
C -1.0096 -4.5579 -2.7578 0.182
C -0.3330 -3.5462 -3.4718 0.016
N 0.3758 -2.5862 -2.9533 0.168
C -1.3264 -0.7744 2.8491 0.075
C -0.5495 0.3243 2.3977 0.007
C -1.1641 1.5736 2.2273 0.074
C -2.5174 1.7229 2.4701 -0.009
C -3.2637 0.6446 2.9272 0.076
C -2.6720 -0.6049 3.1000 -0.004
H 0.2590 -2.1105 3.4239 0.008
H -1.3149 -2.9123 3.2211 0.001
H -1.3573 -4.1472 1.3093 0.002
H -1.7428 -5.2800 -0.8931 -0.004
H -1.5262 -5.3269 -3.3142 0.010
H -0.3904 -3.5190 -4.5548 -0.002
H 0.5359 0.2790 2.4779 0.005
H -0.5691 2.4153 1.8972 0.003
H -2.9899 2.6834 2.3167 -0.002
H -4.3177 0.7696 3.1388 0.005
H -3.2726 -1.4451 3.4284 -0.002
S 0.6456 -2.4750 -1.3515 0.258
O -0.6003 1.1413 -0.9255 0.250
C 0.6419 1.5316 -0.9208 0.233
N 1.5245 0.7176 -0.2851 0.210
C 2.8177 1.2286 -0.3040 0.126
O 3.8251 0.7366 0.2033 0.181
C 2.6831 2.4949 -1.0565 0.134
C 3.6388 3.4469 -1.3747 0.003
C 3.2243 4.5919 -2.0386 0.091
C 1.8736 4.7862 -2.3852 0.023
C 0.9136 3.8396 -2.0914 0.053
C 1.3187 2.6785 -1.4225 0.095
H 4.6775 3.2882 -1.1134 -0.002
H 3.9508 5.3545 -2.2922 0.006
H 1.5825 5.7002 -2.8890 0.000
H -0.1247 3.9779 -2.3692 0.003
```

Kohn-Sham gap (spin up / spin down): 3.2 / 4.9 eV
spin multiplicity: 5
highest occupied orbital energy (spin up / spin down): -0.1620 / -0.2776 hartree
maximum force: 1.37 eV/Å
relative energy (zero: lowest compared OMol25 entry of this formula, charge and spin): 274.2 kJ/mol


Formula: C20H15N3O8
Source: the Open Molecules 2025 dataset
Level of theory: wB97M-V/def2-TZVPD

The geometry in XYZ format:
```
46
Properties=species:S:1:pos:R:3:nbo_charge:R:1
N 5.0965 3.7177 -1.1620 -0.832
C 3.7961 3.2030 -0.6408 -0.164
C 3.9793 1.6819 -0.5819 -0.502
C 2.6647 0.9055 -0.4274 0.586
O 1.6256 1.5663 -0.5341 -0.621
C 2.6241 -0.5536 -0.2487 -0.149
C 3.8179 -1.3041 -0.3721 -0.179
C 3.7906 -2.7121 -0.2590 -0.234
C 2.6061 -3.3780 -0.1459 -0.212
C 1.3978 -2.6774 0.0020 0.255
C 1.3968 -1.2555 -0.0285 0.176
N 0.1459 -0.6223 0.1330 -0.618
C -1.0356 -1.3742 0.1763 0.212
C -0.9363 -2.7645 0.2157 0.237
C -2.1111 -3.5117 0.2834 -0.271
C -3.3407 -2.9136 0.2803 0.247
O -4.4683 -3.6815 0.2893 -0.691
C -3.4141 -1.4986 0.1751 0.210
N -4.6864 -0.9607 0.1610 -0.541
C -5.0255 0.3937 0.2958 0.097
C -6.4310 0.8276 0.5035 0.750
O -7.2883 -0.0651 0.5862 -0.577
O -6.7387 2.1694 0.5583 -0.661
C -3.9027 1.2636 0.2672 -0.287
C -2.5124 0.7730 0.1605 0.493
O -1.5837 1.5735 0.1228 -0.591
C -2.2927 -0.6993 0.1755 -0.215
O 0.2488 -3.4270 0.0903 -0.458
C 3.3322 3.7930 0.7059 0.766
O 4.1409 4.3279 1.4620 -0.593
O 2.0046 3.8042 0.9119 -0.673
H 5.7814 3.7083 -0.4030 0.375
H 5.0217 4.6616 -1.5716 0.373
H 3.0380 3.4616 -1.3562 0.217
H 4.7209 1.4400 0.2131 0.237
H 4.4063 1.3395 -1.5163 0.254
H 4.7776 -0.8848 -0.5788 0.222
H 4.7190 -3.2637 -0.3089 0.220
H 2.5795 -4.4438 -0.0878 0.227
H 0.0602 0.3931 0.0021 0.478
H -2.0496 -4.5810 0.2724 0.224
H -4.3392 -4.5488 0.7027 0.499
H -5.4232 -1.6665 0.2147 0.442
H -7.6923 2.2420 0.6221 0.508
H -4.0992 2.3632 0.3660 0.250
H 1.5986 3.1784 0.2737 0.516
```

Kohn-Sham gap: 6.4 eV
spin multiplicity: 1
SMILES: N[C@@H](CC(=O)c1cccc2c1Nc1c(cc(O)c3[nH]c(C(=O)O)cc(=O)c13)O2)C(=O)O
highest occupied orbital energy: -0.2643 hartree
maximum force: 4.97 eV/Å
relative energy (zero: lowest compared OMol25 entry of this formula, charge and spin): 0.0 kJ/mol


Formula: C20H15N7
Source: the Open Molecules 2025 dataset
Level of theory: wB97M-V/def2-TZVPD

The geometry in XYZ format:
```
42
Properties=species:S:1:pos:R:3:nbo_charge:R:1
N -0.2810 3.7005 -7.2816 -0.292
C -0.3018 3.4084 -6.1560 0.275
C -0.4114 2.9893 -4.7901 -0.270
C -0.0604 1.6864 -4.3176 0.016
N -0.2139 1.6242 -3.0010 -0.240
N -0.7721 2.8192 -2.6468 -0.202
C -1.4382 3.0808 -1.4305 0.330
N -1.9399 4.3551 -1.2816 -0.410
C -2.8190 4.6071 -0.2948 -0.004
C -3.1871 3.6432 0.6351 -0.012
N -2.6101 2.3965 0.6097 -0.376
C -1.7278 2.1076 -0.3907 0.196
C -1.1929 0.6595 -0.4562 -0.272
C 0.3120 0.5523 -0.3892 -0.196
N 0.1959 -0.1294 0.8826 -0.407
C 0.9492 -1.2312 1.3443 0.392
C 2.2821 -1.4102 0.9394 -0.292
C 2.9994 -2.5186 1.4220 -0.112
C 2.3158 -3.4215 2.2454 -0.144
C 2.9874 -4.5709 2.7629 -0.159
C 2.3105 -5.4375 3.6195 -0.241
C 0.9810 -5.1958 3.9532 -0.199
C 0.3876 -4.0012 3.5445 -0.201
C 1.0259 -3.1151 2.6793 0.161
N 0.3704 -2.0081 2.2612 -0.468
C -1.2923 -0.1447 0.8631 -0.188
C -0.8161 3.7010 -3.7305 0.036
H 0.3722 0.9256 -4.9799 0.233
H -3.2756 5.5679 -0.1929 0.204
H -3.9510 3.8802 1.3686 0.209
H -1.6047 0.1503 -1.3291 0.240
H 0.8521 1.4727 -0.3594 0.191
H 0.6722 -0.0294 -1.2533 0.202
H 2.7900 -0.7209 0.2854 0.220
H 4.0609 -2.7045 1.1110 0.221
H 4.0561 -4.8242 2.5187 0.213
H 2.8214 -6.3009 4.0473 0.214
H 0.3992 -5.8504 4.5872 0.216
H -0.6340 -3.7561 3.8045 0.221
H -1.7611 -1.1126 0.7546 0.204
H -1.7289 0.3883 1.6868 0.219
H -1.1218 4.7674 -3.6452 0.271
```

Kohn-Sham gap: 7.4 eV
spin multiplicity: 1
SMILES: N#Cc1cnn(-c2nccnc2C2CN(c3ccc4ccccc4n3)C2)c1
highest occupied orbital energy: -0.2916 hartree
maximum force: 3.47 eV/Å